Entry 1:
Molecular formula: C4H8O2
Method: DFT, the ωB97M-V functional and the def2-TZVPD basis

As for the relative energy (zero: lowest compared OMol25 entry of this formula, charge and spin): 7.1146 eV. Its SMILES is C1=CO1.COC. As for the net charge: 0. For the LUMO energy, the calculation gives 0.60 eV. The orbital gap is 9.37 eV.

Each atom is followed by the atoms it is bonded to, with distances in Å.
Cartesian coordinates (Å):
1 C 0.019 1.529 0.904  C2 1.370, O3 1.256, H4 1.080
2 C -0.156 2.697 0.210  C1 1.370, O3 1.698, H5 1.099
3 O -1.026 1.948 1.461  C1 1.256, C2 1.698
4 H 0.806 0.851 1.201  C1 1.080
5 H 0.475 3.437 0.721  C2 1.099
6 C 0.774 -2.012 -0.435  O7 1.381, H9 1.101, H10 1.099, H11 1.085
7 O 0.671 -0.640 -0.550  C6 1.381, C8 1.388
8 C -0.667 -0.276 -0.484  O7 1.388, H12 1.121, H13 1.097, H14 1.205
9 H 0.265 -2.349 0.481  C6 1.101
10 H 0.228 -2.488 -1.262  C6 1.099
11 H 1.835 -2.229 -0.486  C6 1.085
12 H -1.224 -0.557 0.447  C8 1.121
13 H -1.287 -0.745 -1.259  C8 1.097
14 H -0.712 0.835 -0.948  C8 1.205

***

Entry 2:
Molecular formula: C4H8O2
Method: DFT, the ωB97M-V functional and the def2-TZVPD basis

As for the relative energy (zero: lowest compared OMol25 entry of this formula, charge and spin): 2.8420 eV. Its SMILES is C1=COCCO1.[H][H]. As for the net charge: 0. For the LUMO energy, the calculation gives 1.05 eV. The orbital gap is 9.40 eV.

Each atom is followed by the atoms it is bonded to, with distances in Å.
Cartesian coordinates (Å):
1 C -0.700 -0.802 1.395  C2 1.334, O6 1.368, H7 1.083
2 C -1.310 0.143 0.678  C1 1.334, O3 1.371, H8 1.083
3 O -0.658 0.974 -0.196  C2 1.371, C4 1.417
4 C 0.745 0.953 0.011  O3 1.417, C5 1.523, H9 1.099, H10 1.093
5 C 1.238 -0.478 0.177  C4 1.523, O6 1.418, H11 1.093, H12 1.099
6 O 0.636 -1.086 1.307  C1 1.368, C5 1.418
7 H -1.224 -1.425 2.109  C1 1.083
8 H -2.374 0.334 0.739  C2 1.083
9 H 0.990 1.534 0.911  C4 1.099
10 H 1.202 1.427 -0.861  C4 1.093
11 H 2.318 -0.504 0.343  C5 1.093
12 H 0.997 -1.056 -0.726  C5 1.099
13 H -0.909 -0.079 -2.580  H14 0.744
14 H -0.951 0.066 -3.308  H13 0.744